## 1
C2H6B2 | the ωB97M-V functional and the def2-TZVPD basis

Last column: natural (NBO) charge in e.
Geometry (Å):
B (-2.0068, -0.0720, -0.2239)  0.375
C (-0.6307, -0.3183, 0.2063)  -0.593
C (0.6538, 0.3695, -0.3703)  -0.373
B (2.0215, -0.0318, 0.2809)  0.435
H (-2.7715, -0.9985, -0.3335)  -0.070
H (-2.3982, 1.0407, -0.5083)  -0.074
H (-0.5035, -1.1094, 1.0007)  0.219
H (0.5673, 1.0979, -1.0691)  0.205
H (2.4661, 0.7290, 1.1032)  -0.059
H (2.4264, -1.1064, -0.0315)  -0.064

Summary:
Highest occupied orbital energy in eV: -9.197
Orbital gap in eV: 8.60
SMILES: B/C=C/B
LUMO in eV: -0.597
M in g/mol: 51.7

## 2
C2H6B2 | the ωB97M-V functional and the def2-TZVPD basis

Last column: natural (NBO) charge in e.
Geometry (Å):
B (-0.7736, 0.0532, 0.1847)  0.160
B (1.3848, 1.2125, -0.5264)  0.413
C (-1.2904, -1.1262, 0.9505)  -0.447
C (0.6470, -0.0206, -0.2915)  -0.655
H (-1.6935, -1.3410, 1.9748)  0.208
H (-1.1816, 1.1867, 0.2653)  -0.046
H (1.5242, 1.2905, -1.7191)  -0.028
H (1.9891, 1.8374, 0.3560)  -0.034
H (-0.9723, -2.1068, 0.4771)  0.178
H (1.2742, -1.0108, -0.2646)  0.253

Summary:
Highest occupied orbital energy (spin up / spin down) in eV: -9.040 / -8.791
Orbital gap (spin up / spin down) in eV: 8.17 / 8.09
LUMO (spin up / spin down) in eV: -0.865 / -0.703
M in g/mol: 51.7

1 has the most favorable energy; the next structure is 0.641 eV above.

## 1
C6H12Si | the ωB97M-V functional and the def2-TZVPD basis

Last column: natural (NBO) charge in e.
Geometry (Å):
C (2.7601, -0.1082, -0.5422)  -0.311
C (2.1435, -1.0059, 0.1622)  -0.129
C (1.8837, 1.0797, -0.5295)  -0.499
C (0.8420, 0.4465, 0.4033)  -0.550
C (-2.2144, 1.2466, 0.2617)  -1.037
C (-1.4466, -1.6667, 0.4604)  -1.113
Si (-0.8397, -0.0139, -0.2988)  1.314
H (3.7208, -0.2012, -1.1492)  0.244
H (2.1328, -2.0494, 0.4294)  0.205
H (2.4773, 2.0818, -0.2000)  0.216
H (1.2906, 1.4237, -1.4069)  0.231
H (0.7566, 0.9267, 1.3786)  0.213
H (-2.0117, 2.2245, 0.4412)  0.229
H (-2.8549, 1.2966, -0.5886)  0.231
H (-2.7050, 0.7083, 1.0843)  0.231
H (-2.2950, -2.2144, -0.0816)  0.242
H (-0.7002, -2.3954, 0.5263)  0.226
H (-1.9944, -1.5751, 1.4805)  0.235
H (-0.9454, -0.2042, -1.8310)  -0.177

Summary:
Multiplicity: 3
⟨S²⟩: 2.0126
Highest occupied orbital energy (spin up / spin down) in eV: -5.127 / -9.788
Orbital gap (spin up / spin down) in eV: 6.30 / 7.75
LUMO (spin up / spin down) in eV: 1.169 / -2.041
M in g/mol: 112.2

## 2
C6H12Si | the ωB97M-V functional and the def2-TZVPD basis

Last column: natural (NBO) charge in e.
Geometry (Å):
C (-2.3610, -0.5719, -0.0414)  -0.418
C (-1.9954, 0.9075, -0.2062)  -0.487
C (-0.9789, -1.3938, 0.0818)  -0.449
C (-0.5588, 0.9885, 0.1459)  -0.170
C (0.0555, -0.1781, 0.3689)  -0.308
C (2.8636, 0.8167, -0.3408)  -1.093
Si (1.9185, -0.5724, 0.4839)  1.096
H (-3.1982, -0.7788, 0.6560)  0.217
H (-2.6374, -0.9699, -1.0036)  0.206
H (-2.3729, 1.2528, -1.1588)  0.228
H (-2.5526, 1.5019, 0.5652)  0.228
H (-1.0213, -2.0789, 0.9004)  0.229
H (-0.6575, -1.8125, -0.9133)  0.226
H (0.0312, 1.9858, 0.2942)  0.183
H (2.1917, -1.9638, -0.1308)  -0.187
H (2.5329, 0.9152, -1.3690)  0.233
H (2.2937, 1.6321, 0.1464)  0.223
H (3.9551, 0.9364, -0.2138)  0.249
H (2.4918, -0.6170, 1.7348)  -0.206

Summary:
Multiplicity: 3
⟨S²⟩: 2.0071
Highest occupied orbital energy (spin up / spin down) in eV: -5.135 / -10.315
Orbital gap (spin up / spin down) in eV: 6.10 / 8.24
LUMO (spin up / spin down) in eV: 0.965 / -2.073
M in g/mol: 112.2

2 has the most favorable energy; the next structure is 2.046 eV above.

## 1
C5H8BrN2 | the ωB97M-V functional and the def2-TZVPD basis

Last column: natural (NBO) charge in e.
Geometry (Å):
N (-0.9750, -1.9397, 0.3945)  -0.802
C (-0.7686, -0.6487, 0.1775)  0.455
Br (-2.8692, 0.3434, -0.0967)  -0.272
C (-0.0042, -0.2679, -1.1053)  -0.547
C (0.6633, 1.1121, -1.0714)  0.053
C (0.9398, 1.8259, 0.0328)  -0.347
C (0.4744, 1.2695, 1.2976)  0.275
N (-0.2410, 0.1218, 1.3161)  -0.512
H (-1.4885, -2.3956, -0.3817)  0.426
H (-1.4537, -2.3904, 1.1870)  0.429
H (-0.7134, -0.2926, -2.0672)  0.306
H (0.9108, -0.8717, -1.3177)  0.287
H (0.8508, 1.5014, -2.0738)  0.253
H (1.5090, 2.7456, 0.1090)  0.274
H (0.6346, 1.7130, 2.3410)  0.267
H (-0.5800, -0.1678, 2.3030)  0.455

Summary:
Highest occupied orbital energy in eV: -13.391
Orbital gap in eV: 7.54
SMILES: N[C@]1(Br)CC=CC=[NH+]1
LUMO in eV: -5.848
M in g/mol: 176.0
Charge: +1

## 2
C5H8BrN2 | the ωB97M-V functional and the def2-TZVPD basis

Last column: natural (NBO) charge in e.
Geometry (Å):
C (2.3353, -1.1602, -0.9487)  -0.362
C (-1.2137, 0.8179, 1.6853)  -0.397
C (1.3549, -1.2903, -0.0518)  -0.035
C (-0.3431, -0.1091, 1.4852)  -0.043
C (0.4210, 0.8056, -0.3776)  0.813
N (0.5711, -0.1469, 0.3899)  -0.451
N (0.2669, 1.7528, -1.0110)  -0.469
Br (-2.7126, 0.0763, -1.5207)  -0.205
H (2.8935, -2.1299, -1.1376)  0.257
H (2.7268, -0.2711, -1.2745)  0.215
H (-1.8628, 0.5981, 2.5105)  0.252
H (-1.5057, 1.7550, 1.1552)  0.240
H (1.2144, -2.1883, 0.5192)  0.246
H (-0.1797, -0.9603, 2.1948)  0.253
H (-0.0282, 2.4023, -1.6558)  0.477
H (-3.9379, 0.0481, -1.9624)  0.208

Summary:
Highest occupied orbital energy in eV: -13.818
Orbital gap in eV: 10.10
LUMO in eV: -3.714
M in g/mol: 176.0
Charge: +1

1 has the most favorable energy; the next structure is 2.156 eV above.

## 1
C3H9N2 | the ωB97M-V functional and the def2-TZVPD basis

Last column: natural (NBO) charge in e.
Geometry (Å):
C (1.2299, -0.1208, -1.5751)  -0.703
C (0.2675, -0.1228, -0.3531)  0.152
C (0.3743, 0.7099, 0.6888)  0.043
N (-0.6238, 0.3467, 1.8153)  -0.746
N (-1.0719, -0.7150, -0.6746)  -0.401
H (1.1167, -0.9839, -2.3587)  0.307
H (1.4559, 0.8505, -2.1373)  0.337
H (2.1962, -0.3913, -1.1182)  0.296
H (1.1818, 1.4794, 0.9959)  0.330
H (-0.2946, -0.3078, 2.6099)  0.496
H (-1.0838, 1.1420, 2.3340)  0.492
H (-1.3926, -0.3043, 1.4107)  0.457
H (-1.0248, -1.7472, -1.0823)  0.484
H (-1.5152, 0.0427, -1.2021)  0.457

Summary:
Multiplicity: 2
⟨S²⟩: 0.7591
Highest occupied orbital energy (spin up / spin down) in eV: -20.868 / -20.607
Orbital gap (spin up / spin down) in eV: 11.39 / 6.48
LUMO (spin up / spin down) in eV: -9.478 / -14.129
M in g/mol: 73.1
Charge: +2

## 2
C3H9N2 | the ωB97M-V functional and the def2-TZVPD basis

Last column: natural (NBO) charge in e.
Geometry (Å):
N (0.8505, 0.5593, 0.8323)  -0.707
C (0.3683, 1.7432, 0.5158)  0.411
N (-0.6637, 2.0021, -0.2400)  -0.680
H (0.4835, -0.3475, 0.5418)  0.378
H (1.7059, 0.5358, 1.3744)  0.460
H (0.8617, 2.6110, 0.9428)  0.262
H (-0.9271, 2.9723, -0.3652)  0.464
H (-1.0960, 1.3147, -0.8396)  0.416
C (-0.9351, -1.9102, -0.5732)  -0.015
C (0.3705, -2.4513, -0.5540)  0.006
H (-1.5762, -1.9718, 0.3029)  0.254
H (-1.2853, -1.3894, -1.4599)  0.240
H (0.7411, -3.0250, 0.2937)  0.257
H (1.0248, -2.3422, -1.4145)  0.253

Summary:
Multiplicity: 2
⟨S²⟩: 0.7519
Highest occupied orbital energy (spin up / spin down) in eV: -20.219 / -20.200
Orbital gap (spin up / spin down) in eV: 9.73 / 6.01
LUMO (spin up / spin down) in eV: -10.493 / -14.191
M in g/mol: 73.1
Charge: +2

2 has the most favorable energy; the next structure is 1.570 eV above.

## 1
C4H11N2O2 | the ωB97M-V functional and the def2-TZVPD basis

Last column: natural (NBO) charge in e.
Geometry (Å):
C (-2.0500, -1.7228, 0.6007)  0.491
N (-1.0428, -0.9294, 0.9216)  -0.698
C (-1.2217, -0.2028, 2.1752)  -0.425
O (-3.0552, -1.9939, 1.2717)  -0.747
H (-1.9054, -2.2064, -0.3868)  0.071
H (-0.4835, -0.1278, -0.0401)  0.477
H (-1.3905, -0.8753, 3.0179)  0.177
H (-2.0881, 0.4706, 2.1412)  0.171
H (-0.3306, 0.3927, 2.3729)  0.172
C (1.3654, 0.4751, -0.8250)  -0.049
O (-0.0085, 0.5450, -0.8251)  -0.830
C (1.9801, 1.7279, -1.4461)  -0.228
N (3.4097, 1.6442, -1.7633)  -0.846
H (1.7705, 0.3773, 0.1967)  0.122
H (1.7516, -0.3906, -1.3925)  0.109
H (1.4436, 1.9716, -2.3636)  0.180
H (1.8314, 2.5756, -0.7822)  0.171
H (3.9333, 1.2956, -0.9652)  0.340
H (3.5549, 0.9771, -2.5113)  0.341

Summary:
Highest occupied orbital energy in eV: -4.213
Orbital gap in eV: 8.12
LUMO in eV: 3.903
M in g/mol: 119.1
Charge: -1

## 2
C4H11N2O2 | the ωB97M-V functional and the def2-TZVPD basis

Last column: natural (NBO) charge in e.
Geometry (Å):
O (3.1868, 0.3499, 0.2865)  -0.925
C (2.0374, 0.6913, 0.7843)  0.137
N (1.1913, -0.4419, 1.3025)  -0.717
C (0.3851, -1.1606, 0.3146)  -0.255
C (-1.1569, -0.9176, 0.3617)  -0.246
N (-1.5496, 0.4940, -0.0859)  -0.689
C (-1.0105, 0.6986, -1.4277)  0.095
O (-2.0234, 1.3887, -2.0333)  -0.754
H (2.1044, 1.3308, 1.7223)  0.030
H (1.4854, 1.4478, 0.2920)  0.079
H (1.6506, -1.1039, 1.8362)  0.355
H (0.4886, -2.3176, 0.3967)  0.159
H (0.9002, -1.0513, -0.6779)  0.197
H (-1.3448, -0.9389, 1.4708)  0.194
H (-1.7008, -1.6387, -0.1587)  0.173
H (-0.9880, 1.0450, 0.6406)  0.375
H (-0.8493, -0.4741, -1.8847)  0.124
H (0.0691, 1.3684, -1.4641)  0.191
H (-2.8755, 1.2301, -1.6761)  0.478

Summary:
Highest occupied orbital energy in eV: -2.387
Orbital gap in eV: 5.92
SMILES: [O-]CNCCNCO
LUMO in eV: 3.536
M in g/mol: 119.1
Charge: -1

1 has the most favorable energy; the next structure is 3.480 eV above.

## 1
C3H6O3S | the ωB97M-V functional and the def2-TZVPD basis

Last column: natural (NBO) charge in e.
Geometry (Å):
C (-0.3861, 0.6740, -0.0211)  0.466
C (1.7320, -0.8366, 0.3803)  -0.642
C (0.9917, 0.4333, 0.5506)  -0.512
O (-2.9021, -0.9951, -0.3436)  -0.881
O (-2.4113, 0.6946, -1.9942)  -0.894
O (-1.2723, 1.1833, 0.6238)  -0.550
S (-3.0304, 0.3588, -0.7318)  1.702
H (-0.4872, 0.5847, -1.0724)  0.149
H (2.5567, -1.0767, 1.1157)  0.242
H (1.9228, -1.2512, -0.6347)  0.233
H (1.0184, -1.7157, 0.6511)  0.215
H (1.4124, 1.1816, -0.1389)  0.232
H (0.8553, 0.7649, 1.6153)  0.239

Summary:
Highest occupied orbital energy in eV: -10.555
Orbital gap in eV: 10.52
LUMO in eV: -0.038
M in g/mol: 122.1

## 2
C3H6O3S | the ωB97M-V functional and the def2-TZVPD basis

Last column: natural (NBO) charge in e.
Geometry (Å):
C (1.8593, 1.5916, -0.4633)  0.072
C (-0.8103, -1.3341, 0.1425)  -0.169
C (-1.0616, -0.0108, -0.5905)  0.436
O (1.6170, 1.0506, 0.7138)  -0.662
O (0.3297, -1.9009, -0.3641)  -0.696
O (-0.7867, 0.2209, -1.7411)  -0.518
S (-1.7634, 1.2017, 0.5565)  -0.099
H (2.9900, 1.3566, -0.8510)  0.083
H (-1.6616, -1.9975, -0.0718)  0.202
H (-0.5830, -1.0505, 1.1322)  0.195
H (0.5661, -1.5271, -1.1533)  0.478
H (0.7587, 1.3260, 1.0775)  0.502
H (-1.1252, 2.1660, -0.1361)  0.175

Summary:
Highest occupied orbital energy in eV: -8.646
Orbital gap in eV: 9.00
LUMO in eV: 0.350
M in g/mol: 122.1

1 has the most favorable energy; the next structure is 2.559 eV above.